Entry 1:
# C6H10O

C6H10O as an isolated structure (wB97M-V/def2-TZVPD, OMol25).

Values from the calculation:
ΔE to the lowest compared entry with this formula, charge and spin   166.9 kJ/mol

```
! wB97M-V def2-TZVPD RIJCOSX def2/J DEFGRID3
* xyz 0 1
C 2.192 0.868 -0.225
C 1.135 -0.159 0.098
O 0.393 0.053 1.311
C -0.592 -0.869 0.794
C -1.935 -0.171 0.636
C -1.405 0.418 -0.707
C -0.155 -0.524 -0.643
H 1.799 1.844 -0.519
H 2.830 0.993 0.659
H 2.818 0.478 -1.035
H 1.631 -1.145 0.226
H -0.401 -1.873 1.190
H -2.177 0.536 1.436
H -2.775 -0.863 0.500
H -2.050 0.168 -1.556
H -1.234 1.498 -0.712
H -0.076 -1.251 -1.454
*
```

Entry 2:
# C53H74Br24F8I3NO3

C53H74Br24F8I3NO3 as an isolated structure at a distorted geometry (wB97M-V/def2-TZVPD, OMol25).

```
! wB97M-V def2-TZVPD RIJCOSX def2/J DEFGRID3
* xyz 0 1
C -1.843 -3.515 -1.839
N -0.392 -3.312 -1.891
C -0.003 -2.023 -2.515
C -0.924 -0.869 -2.094
C -1.774 -0.268 -3.014
C -1.790 -0.692 -4.447
I -0.039 -0.227 -5.569
C -2.827 -1.316 -5.015
C -4.079 -1.729 -4.255
I -2.782 -1.820 -7.080
C -2.624 0.782 -2.685
C -3.517 1.494 -3.695
O -2.759 2.501 -4.384
C -2.628 3.678 -3.622
C -2.660 1.223 -1.385
C -1.825 0.636 -0.478
C -0.947 -0.381 -0.792
C -0.049 -0.887 0.326
O 1.093 -1.225 0.054
C -0.622 -0.879 1.728
C -1.512 0.150 2.001
C -2.058 0.202 3.244
C -1.735 -0.695 4.224
C -2.466 -0.480 5.561
C -1.770 0.658 6.375
C -2.721 1.871 6.467
I -1.250 0.082 8.387
C -0.838 -1.729 3.983
C -0.470 -2.726 5.056
F 0.844 -3.081 4.966
F -0.609 -2.264 6.311
C -1.280 -4.116 4.983
F -1.608 -4.468 6.246
F -0.467 -5.082 4.530
C -2.599 -4.063 4.175
F -2.395 -4.022 2.860
F -3.428 -3.110 4.583
F -3.242 -5.240 4.404
C -0.301 -1.811 2.687
C 0.655 -2.932 2.252
C 2.139 -2.554 2.437
F 2.862 -3.195 1.429
C -1.870 1.142 0.934
O -2.215 2.289 1.184
H -2.017 -4.609 -1.784
H -2.348 -3.195 -2.754
H -2.325 -3.097 -0.941
H -0.050 -3.292 -0.935
H -0.080 -2.182 -3.593
H 1.045 -1.797 -2.312
H -4.002 -2.744 -3.849
H -4.289 -1.022 -3.452
H -4.960 -1.699 -4.932
H -4.331 1.995 -3.157
H -3.887 0.838 -4.480
H -2.065 3.543 -2.686
H -2.054 4.390 -4.227
H -3.591 4.167 -3.400
H -3.326 2.024 -1.076
H -2.775 0.997 3.442
H -2.599 -1.404 6.116
H -3.460 -0.106 5.288
H -0.875 0.997 5.846
H -3.069 2.108 5.453
H -3.617 1.593 7.036
H -2.227 2.726 6.933
H 0.460 -3.214 1.218
H 0.468 -3.785 2.904
H 2.511 -2.974 3.374
H 2.314 -1.476 2.386
Br 0.883 0.422 -9.344
C -0.234 1.956 -9.785
C 0.052 3.127 -8.884
Br -0.727 2.866 -7.118
H -1.265 1.621 -9.729
H 0.012 2.201 -10.816
H -0.411 4.031 -9.270
H 1.114 3.303 -8.740
Br 0.088 4.107 8.755
C 1.270 3.012 9.844
C 2.649 2.941 9.249
Br 2.698 1.754 7.701
H 0.796 2.039 9.940
H 1.298 3.497 10.818
H 3.349 2.513 9.965
H 3.021 3.906 8.916
Br -7.333 1.488 -1.688
C -8.604 0.224 -2.442
C -7.937 -1.053 -2.877
Br -6.969 -0.853 -4.559
H -9.116 0.732 -3.254
H -9.310 0.027 -1.638
H -8.685 -1.818 -3.079
H -7.225 -1.429 -2.146
Br 5.522 -0.272 0.448
C 5.454 -1.207 -1.259
C 6.630 -2.131 -1.431
Br 8.252 -1.144 -1.857
H 5.397 -0.447 -2.033
H 4.525 -1.770 -1.238
H 6.471 -2.799 -2.275
H 6.842 -2.719 -0.543
Br 4.392 3.061 2.800
C 5.721 3.436 1.427
C 7.041 3.833 2.028
Br 7.006 5.659 2.706
H 5.297 4.200 0.781
H 5.823 2.508 0.867
H 7.817 3.825 1.267
H 7.337 3.195 2.855
Br -6.213 1.621 1.686
C -7.969 1.185 2.396
C -8.142 -0.300 2.583
Br -8.439 -1.225 0.897
H -8.699 1.619 1.718
H -8.022 1.693 3.357
H -9.029 -0.509 3.178
H -7.279 -0.770 3.047
Br 8.271 3.156 -1.375
C 9.850 3.432 -2.481
C 10.475 2.115 -2.854
Br 11.447 1.335 -1.361
H 10.519 4.083 -1.927
H 9.496 3.953 -3.369
H 11.216 2.247 -3.640
H 9.742 1.379 -3.171
Br -0.319 3.254 3.860
C 1.098 4.061 4.925
C 1.097 5.560 4.816
Br 1.825 6.183 3.122
H 2.029 3.608 4.596
H 0.894 3.759 5.948
H 1.745 5.992 5.577
H 0.103 5.990 4.901
Br -0.036 4.887 -12.036
C 1.617 5.267 -12.989
C 2.393 4.007 -13.259
Br 3.274 3.353 -11.652
H 2.168 5.986 -12.390
H 1.310 5.736 -13.922
H 3.194 4.197 -13.970
H 1.770 3.197 -13.628
Br 4.103 -0.034 11.511
C 5.474 0.349 10.180
C 6.766 0.767 10.826
Br 6.671 2.596 11.485
H 5.067 1.105 9.516
H 5.603 -0.580 9.629
H 7.574 0.767 10.096
H 7.043 0.141 11.668
Br -4.424 -5.329 -0.868
C -4.513 -6.671 0.539
C -3.162 -6.910 1.153
Br -2.025 -7.975 -0.014
H -4.941 -7.565 0.096
H -5.206 -6.268 1.276
H -3.255 -7.491 2.069
H -2.626 -5.994 1.362
Br -1.437 -6.183 -6.723
C -0.038 -5.769 -8.011
C 1.215 -5.286 -7.330
Br 1.021 -3.452 -6.710
H -0.451 -5.040 -8.702
H 0.150 -6.702 -8.539
H 2.048 -5.266 -8.032
H 1.488 -5.885 -6.467
*
```

It is found that the energy values, taken in the order of the records, are -8429.5104, -1790856.4540 eV.